Record 1
Here is a structure of composition C30H27O2P2SbSe4V from OMol25. Energies are from wB97M-V/def2-TZVPD.

Its multiplicity is 4. The calculation puts the HOMO-LUMO gap (alpha / beta) at 4.09 / 5.39 eV. The LUMO energy (alpha / beta) is 3.896 / 3.889 eV. Its total charge is -2.

```
67
Properties=species:S:1:pos:R:3:forces:R:3
H -1.49835 5.97393 2.47426 0.000 0.000 -0.002
P 0.68000 0.92947 1.06407 0.063 -0.326 -0.138
C 0.01274 2.53845 1.54121 -0.076 0.174 0.136
Se -1.86335 -3.71002 -0.87829 -0.188 -0.187 -0.013
H 2.46236 -0.87775 -6.69148 -0.005 0.014 -0.004
H 1.69602 1.91276 3.60708 0.006 -0.019 -0.010
Se -4.52011 -5.20068 1.87164 0.027 0.027 -0.008
C 4.44434 -0.24591 1.90128 -0.032 0.102 0.115
H -1.67795 -2.67131 3.78109 -0.023 -0.011 0.044
H 0.74289 -4.64121 0.78451 0.023 -0.046 -0.011
C -4.25306 0.79631 -2.10100 0.003 0.009 0.000
C 2.46998 1.33493 3.11456 0.101 -0.168 -0.153
C 0.34041 -2.17299 2.97907 -0.101 -0.110 -0.112
H 1.79035 -2.35564 -2.71765 0.012 -0.003 -0.013
Se -3.27524 -1.32604 1.32344 -0.090 -0.053 -0.081
H -1.94924 1.74819 1.85527 0.014 -0.006 0.002
H -3.78638 2.59235 -1.01146 -0.011 -0.001 -0.008
C -1.07607 5.01052 2.21360 -0.008 -0.038 -0.001
O -0.47138 -0.05110 1.22161 -0.106 -0.033 -0.022
H 3.85410 1.63901 4.68938 0.010 0.005 0.007
Sb -4.11464 -3.44392 0.23816 0.036 0.036 -0.004
H -1.57763 -4.75992 2.14346 -0.006 -0.063 0.031
H 5.66209 0.26901 3.62624 -0.008 0.006 -0.010
C 4.71454 0.41068 3.12229 0.043 -0.025 0.037
C -0.78275 -4.04438 2.28975 0.065 0.161 -0.079
H 0.90211 5.79045 1.90895 -0.001 -0.007 -0.002
C 2.20939 0.74101 1.81818 -0.063 0.196 0.194
C 1.13209 -2.81585 2.00008 -0.170 -0.003 -0.084
H 1.87203 3.57341 1.33386 -0.003 0.047 0.001
C 1.65241 -1.60330 -3.48464 0.025 -0.068 0.048
C 0.44161 -3.97222 1.57315 -0.177 0.161 0.057
C 3.23907 -0.11032 1.26500 0.026 0.096 0.089
H 2.84528 -2.59821 -4.96546 0.000 -0.011 0.023
C -3.40368 1.67813 -1.44870 0.014 0.001 0.005
H 3.05079 -0.67686 0.36025 -0.029 0.024 -0.042
C 0.27259 4.90856 1.89205 0.070 0.016 -0.009
Se -5.92262 -3.10558 -1.36392 0.044 0.045 0.002
H -2.04773 -1.64247 -2.87934 -0.021 -0.030 -0.022
C 0.62591 0.45769 -4.18093 -0.002 0.024 0.003
P 0.12904 -0.33793 -1.55272 0.084 -0.187 0.244
H -2.92819 3.95592 2.46224 -0.003 -0.030 0.000
H -1.41655 2.02504 -0.74912 -0.030 0.060 0.042
C 3.68568 1.17740 3.72206 0.009 -0.077 -0.137
C 0.99890 1.03417 -0.75476 -0.054 -0.126 0.027
C -1.56918 0.16603 -1.82072 0.034 -0.001 0.033
H -4.43951 -1.10013 -3.08325 0.002 -0.015 -0.008
C 0.81682 3.67674 1.56136 -0.040 -0.005 -0.027
C -1.87844 3.87871 2.20812 0.063 -0.015 -0.025
H 1.02566 1.07365 -6.19623 -0.012 0.012 0.015
H -0.02854 1.29541 -3.96558 0.007 0.005 -0.024
H 2.06551 -2.44108 1.61057 0.014 -0.033 0.025
C -2.41930 -0.69608 -2.51198 0.029 0.005 0.067
C -2.06408 1.35935 -1.29987 0.035 -0.074 -0.041
H 0.57018 -1.22488 3.43709 0.015 0.005 0.044
C -3.76278 -0.38501 -2.63758 -0.026 -0.019 -0.023
H 0.70351 2.01046 -1.13876 0.009 -0.011 -0.051
H -5.31350 1.00626 -2.16491 0.005 0.006 0.011
H 2.06033 0.88575 -0.95499 0.052 0.032 0.043
V -0.87612 -2.16871 0.92471 0.751 0.288 0.354
C -0.83684 -2.93146 3.16156 0.041 -0.017 -0.191
C 2.23199 -1.73491 -4.74031 -0.014 0.013 0.003
C 0.85269 -0.50389 -3.19867 0.000 0.017 -0.156
C 2.01430 -0.76873 -5.71127 -0.002 -0.014 0.036
O 0.41112 -1.61123 -0.78479 -0.299 0.238 -0.215
C -1.33464 2.64251 1.87321 -0.124 0.010 0.007
H 5.20015 -0.89142 1.46563 -0.005 -0.003 -0.012
C 1.20886 0.32885 -5.43167 -0.003 0.002 -0.005
```
Positions in Å, forces in eV/Å.

Here are the Mulliken charges for atoms 1 to 5, given in e: number 1, H, carries 0.36; number 2, P, carries 2.06; number 3, C, carries -0.21; number 4, Se, carries -0.55; number 5, H, carries 0.36



Record 2
Here is a structure of composition C44H35I2N6O7S3Tl at a distorted geometry from OMol25. Energies are from wB97M-V/def2-TZVPD.

The calculation puts the HOMO-LUMO gap at 3.23 eV. The LUMO energy is 2.495 eV. Its total charge is -2.

```
98
Properties=species:S:1:pos:R:3:forces:R:3
C 6.32656 -1.28519 0.96875 -0.244 0.083 -0.041
H -6.39223 -1.20746 1.59352 0.071 -0.047 0.023
H 2.14728 -4.22884 -4.77902 0.004 0.003 -0.022
C 0.21786 3.49836 2.95411 -0.221 -0.082 -0.088
C 5.45655 -2.21559 0.41220 0.272 -0.031 0.121
C 1.20698 -2.48964 -5.62605 0.004 0.046 -0.047
C 1.92765 4.94009 3.83491 -0.004 0.008 -0.035
H -1.86806 -6.31957 0.51340 -0.034 0.009 -0.010
H 0.15827 -0.70199 -6.19033 -0.017 0.020 0.011
O -4.10613 -2.03393 0.69684 0.070 -0.038 -0.093
C 2.69686 0.56700 -2.25896 0.404 0.284 -0.191
C 3.51291 1.40187 -4.75280 -0.100 0.022 0.145
C -1.85841 -3.26704 -0.94698 -0.118 0.332 -0.041
C -0.06177 -1.98116 3.39767 -0.046 -0.014 0.013
I -7.09613 4.32273 -3.33131 -0.675 0.417 -0.414
O -8.31417 0.71026 4.38853 0.077 -0.052 -0.114
H 3.82906 1.72781 -5.73511 0.007 0.008 -0.006
S 2.28361 0.05368 -0.60924 -0.988 0.488 0.342
C -4.77012 2.05718 2.85050 -0.131 -0.531 -0.358
C 5.94528 0.04917 1.05350 0.279 -0.116 0.075
H -0.60418 3.40208 -2.65497 -0.042 0.022 0.006
H 5.75642 -3.25291 0.33916 -0.050 -0.017 0.003
H -3.38616 -4.72178 -0.63159 -0.037 0.027 0.021
C 0.33004 -3.81782 -0.06143 -0.008 0.022 0.142
N 1.89075 1.34227 0.12705 0.498 -0.747 -0.124
Tl -2.27259 1.64674 -1.19346 0.233 0.362 -0.917
C 3.66446 0.06855 -4.38496 0.118 0.012 -0.108
C 2.84919 4.39829 2.94986 0.036 0.047 0.033
H -1.85739 0.04207 1.35350 0.084 0.010 0.007
I -4.48972 2.82636 -1.90126 -0.894 0.423 0.036
C 4.70772 0.45204 0.59133 -0.475 0.120 -0.191
C 0.47728 -1.86742 -3.04234 0.119 -0.106 0.210
C -0.53363 -2.94852 -0.71732 0.390 0.083 0.139
O -3.07197 1.77678 1.21161 0.193 -0.152 0.183
C -4.11621 1.35698 1.74784 -0.214 0.316 0.190
C -5.98821 1.64686 3.35984 -0.085 0.038 0.266
H -2.51046 -2.53456 -1.41035 -0.125 0.034 0.089
S 0.46022 1.79232 0.89967 -0.387 0.625 0.201
C -5.94438 -0.27613 1.90793 -0.240 -0.043 0.116
C 3.27002 -0.35212 -3.13120 -0.058 -0.062 0.278
C -0.97843 2.42867 -2.98183 0.128 -0.281 0.163
H 2.22937 5.73526 4.50535 0.003 -0.024 0.033
H 0.49779 -5.72114 0.89905 -0.022 -0.004 0.000
C 0.45644 -1.34895 -5.37604 0.090 -0.099 -0.039
C -2.33995 -4.48897 -0.49884 0.048 -0.048 0.037
H 1.48686 -3.66342 -2.45540 0.021 -0.050 -0.035
H -0.14482 -2.91328 3.94345 -0.027 0.006 0.011
N -0.84762 -0.19638 -1.34486 0.556 -0.999 0.208
C 2.46274 3.39805 2.06903 0.026 -0.116 -0.044
O -3.61822 -0.36357 -0.70819 0.162 -0.293 0.238
C 4.21401 -1.82295 -0.04817 -0.352 0.192 -0.046
H 3.51346 -2.52764 -0.47428 0.040 -0.049 0.014
C 1.57727 -3.32913 -4.58194 0.049 -0.027 0.085
C -0.15768 -5.03750 0.37265 0.016 -0.017 0.009
N -0.57022 2.45452 0.13302 0.299 -0.301 0.524
O -8.27146 -1.03552 3.13032 0.093 0.118 -0.028
C 3.83592 -0.48730 0.05425 0.644 -0.295 -0.034
C 2.53837 1.89903 -2.61420 -0.180 -0.194 0.341
C 0.08692 -1.03736 -4.07605 -0.252 0.176 0.213
H 3.39520 -1.37988 -2.81694 0.015 -0.033 -0.099
C -4.10220 -0.83073 0.36276 -0.080 0.018 -0.056
O -2.96898 3.41174 3.32581 -0.090 -0.082 -0.006
H 3.15829 2.97777 1.35563 -0.017 0.062 0.055
H 2.08405 2.57226 -1.89982 -0.023 0.087 -0.087
C 2.95191 2.31324 -3.86836 0.106 -0.027 -0.250
C 0.16829 0.35581 1.96327 0.408 -0.088 -0.231
C -4.77153 0.12332 1.35082 0.257 -0.071 -0.109
C -1.49173 -5.37015 0.15239 0.014 -0.021 -0.019
N -4.15722 3.17770 3.50242 0.112 0.399 0.345
H 1.34953 -3.51649 0.13577 -0.012 -0.041 0.028
H 1.50495 -2.73268 -6.63862 -0.037 -0.002 -0.018
C 1.24841 -0.09014 2.71599 0.034 -0.104 0.039
H -0.11712 4.92066 4.50813 -0.027 0.003 -0.013
H -1.59553 2.55020 -3.87321 -0.057 -0.010 0.034
H 4.39146 1.48601 0.63509 0.078 -0.026 0.052
S 0.00181 -1.36088 -1.35897 -0.293 0.468 -0.562
C -1.02824 -0.33110 1.94266 -0.227 0.230 -0.336
C 1.21176 -3.01885 -3.28107 0.018 -0.004 -0.041
C 1.15276 2.95114 2.08740 0.280 -0.088 -0.104
H -0.13353 1.76545 -3.18747 0.041 0.070 -0.012
H -2.08057 -2.04947 2.65147 -0.039 0.024 -0.101
H -0.81867 3.18078 2.90131 -0.021 -0.011 0.045
H 7.29126 -1.59907 1.34407 0.029 0.001 -0.029
H -0.50802 -0.16077 -3.83738 0.019 -0.009 -0.039
C -1.14414 -1.50549 2.67365 0.039 -0.197 0.142
H 3.86897 4.76313 2.93717 0.005 0.002 -0.011
H 4.10619 -0.63860 -5.07481 -0.041 -0.026 -0.002
H 1.97548 -1.63300 4.00782 -0.013 -0.004 0.009
C 0.61301 4.49033 3.83606 0.048 -0.001 0.019
C 1.13365 -1.26988 3.43041 0.037 0.095 -0.001
H 2.84198 3.35012 -4.15449 -0.096 -0.006 0.004
H 2.17108 0.47682 2.72573 0.059 -0.024 0.026
C -6.58930 0.49286 2.90173 0.624 0.198 -0.362
N -7.79370 0.03344 3.50152 -0.463 -0.096 0.302
H -6.43803 2.21450 4.15859 -0.034 0.000 -0.008
O -4.83913 3.85479 4.27466 0.049 -0.078 -0.168
N 1.48924 -1.27316 -0.60734 0.315 -0.147 0.043
H 6.62450 0.77803 1.47575 -0.028 0.019 0.021
```
Positions in Å, forces in eV/Å.

Here are the Mulliken charges for atoms 1 to 5, given in e: number 1, C, carries -0.54; number 2, H, carries 0.57; number 3, H, carries 0.39; number 4, C, carries -0.58; number 5, C, carries -0.93



Calculated total energy / hartree: -12782.821329, -4514.964725
ΔE to the lowest compared entry with this formula, charge and spin / eV: 0.062, 2.166